The following is a DFT calculation (wB97M-V/def2-TZVPD) of 5 unconnected molecules or ions with the total composition C41H81BrF11N6O4S.

Structure (XYZ):
```
145
Properties=species:S:1:pos:R:3:lowdin_charge:R:1
C -3.384 -1.781 5.326 -0.06
C -3.914 -2.137 3.941 -0.25
O -3.347 -1.353 2.897 -0.15
C -1.967 -1.557 2.690 -0.16
C -1.146 -0.352 3.133 -0.07
O -0.509 0.323 2.013 -0.02
C -1.229 1.260 1.389 -0.14
C -1.720 0.987 0.114 0.01
C -1.557 -0.321 -0.630 -0.12
O -0.349 -0.996 -0.374 -0.11
N 0.737 -0.266 -0.951 0.03
O 1.744 -0.779 -0.718 0.11
C -2.435 1.976 -0.480 -0.19
F -2.942 1.800 -1.672 0.19
N -2.698 3.174 0.084 0.10
C -3.492 4.168 -0.715 -0.31
F -2.807 4.317 -1.894 0.06
C -4.934 3.773 -0.920 -0.15
C -5.676 3.642 0.411 -0.07
C -2.189 3.428 1.333 -0.50
Br -2.574 5.086 2.098 1.03
C -1.421 2.511 2.002 -0.12
C -0.816 2.842 3.339 -0.14
C 0.645 2.407 3.492 -0.03
C 1.530 3.077 4.554 -0.42
F 2.231 2.125 5.226 0.11
F 2.446 3.849 3.897 0.11
C 0.978 4.053 5.642 -0.43
F 0.363 5.089 5.053 0.13
F 2.039 4.519 6.300 0.14
S -0.177 3.348 6.988 0.77
F -0.158 4.747 7.707 -0.10
F 1.053 2.849 7.825 -0.10
F -0.240 1.924 6.250 -0.14
F -1.462 3.795 6.155 -0.15
F -1.137 2.788 8.088 -0.09
H -3.105 -0.727 5.355 0.07
H -2.494 -2.353 5.587 0.08
H -4.143 -1.939 6.086 0.08
H -3.752 -3.196 3.729 0.12
H -4.982 -1.943 3.896 0.12
H -1.792 -1.752 1.633 0.11
H -1.618 -2.440 3.228 0.14
H -1.785 0.353 3.661 0.12
H -0.336 -0.642 3.796 0.14
H -1.662 -0.138 -1.699 0.14
H -2.366 -0.992 -0.346 0.14
H -3.441 5.117 -0.198 0.08
H -5.002 2.840 -1.471 0.12
H -5.381 4.577 -1.500 0.13
H -5.339 2.778 0.984 0.08
H -6.742 3.541 0.235 0.09
H -5.533 4.529 1.027 0.07
H -0.885 3.910 3.485 0.04
H -1.442 2.393 4.103 0.11
H 0.692 1.342 3.697 0.11
H 1.148 2.528 2.533 0.14
C -0.928 6.946 -2.081 -0.09
C -1.669 6.874 -3.407 -0.28
N -2.931 7.588 -3.381 -0.20
C -3.796 7.274 -4.506 -0.25
C -3.321 7.653 -5.913 -0.08
C -2.848 8.992 -3.008 -0.25
C -1.931 9.902 -3.833 -0.08
H -1.589 6.638 -1.266 0.06
H -0.067 6.277 -2.097 0.08
H -0.558 7.947 -1.860 0.07
H -1.898 5.826 -3.621 0.10
H -0.994 7.211 -4.208 0.11
H -4.769 7.738 -4.321 0.11
H -3.973 6.194 -4.484 0.10
H -3.365 8.728 -6.085 0.06
H -3.965 7.181 -6.656 0.07
H -2.301 7.316 -6.103 0.07
H -2.529 9.045 -1.964 0.10
H -3.864 9.394 -3.017 0.11
H -0.945 9.460 -3.983 0.07
H -1.787 10.847 -3.307 0.07
H -2.349 10.136 -4.811 0.06
C 4.053 1.565 2.009 -0.08
C 3.824 1.449 0.511 -0.28
N 4.075 2.688 -0.200 -0.20
C 3.561 2.686 -1.558 -0.25
C 4.155 1.690 -2.559 -0.08
C 5.399 3.260 -0.011 -0.24
C 6.612 2.390 -0.359 -0.08
H 3.490 2.400 2.418 0.05
H 3.708 0.654 2.503 0.08
H 5.104 1.687 2.269 0.08
H 2.774 1.192 0.338 0.08
H 4.410 0.600 0.124 0.11
H 3.663 3.699 -1.956 0.11
H 2.482 2.500 -1.492 0.10
H 5.162 1.968 -2.864 0.06
H 3.540 1.666 -3.460 0.07
H 4.185 0.677 -2.156 0.06
H 5.486 3.567 1.034 0.10
H 5.440 4.189 -0.585 0.12
H 6.533 1.391 0.070 0.07
H 7.516 2.848 0.047 0.07
H 6.756 2.288 -1.433 0.06
C -0.106 -3.960 -1.807 -0.08
C -1.286 -4.454 -0.985 -0.28
N -2.178 -5.324 -1.723 -0.20
C -3.448 -5.552 -1.059 -0.25
C -3.440 -6.283 0.289 -0.08
C -1.547 -6.486 -2.329 -0.24
C -0.768 -7.435 -1.413 -0.08
H -0.446 -3.508 -2.741 0.09
H 0.440 -3.213 -1.236 0.04
H 0.597 -4.757 -2.050 0.06
H -1.878 -3.588 -0.666 0.10
H -0.899 -4.916 -0.061 0.11
H -4.098 -6.090 -1.753 0.11
H -3.917 -4.572 -0.915 0.10
H -3.223 -7.344 0.179 0.06
H -4.424 -6.201 0.755 0.07
H -2.712 -5.855 0.980 0.06
H -0.866 -6.130 -3.106 0.10
H -2.319 -7.043 -2.865 0.12
H -0.091 -6.899 -0.746 0.07
H -0.157 -8.105 -2.018 0.06
H -1.421 -8.061 -0.806 0.06
C 2.836 -7.238 -3.060 -0.08
C 3.767 -7.343 -1.863 -0.27
N 3.396 -8.415 -0.958 -0.20
C 4.061 -8.343 0.331 -0.25
C 5.585 -8.504 0.371 -0.08
C 3.299 -9.735 -1.558 -0.25
C 4.531 -10.288 -2.285 -0.08
H 1.799 -7.182 -2.729 0.05
H 3.063 -6.337 -3.632 0.08
H 2.935 -8.086 -3.739 0.07
H 3.713 -6.410 -1.294 0.11
H 4.805 -7.421 -2.225 0.10
H 3.605 -9.092 0.985 0.11
H 3.807 -7.372 0.769 0.11
H 5.894 -9.532 0.187 0.06
H 5.955 -8.227 1.360 0.07
H 6.081 -7.861 -0.356 0.07
H 2.465 -9.723 -2.264 0.10
H 2.997 -10.431 -0.772 0.11
H 4.960 -9.557 -2.971 0.07
H 4.245 -11.160 -2.876 0.07
H 5.312 -10.606 -1.596 0.06
```

Computed properties:
2S+1: 1
Kohn-Sham gap (eV): 5.217
Net charge: +1
Lowest unoccupied orbital energy (eV): -4.087